--- one ---
C2H5N3O | ωB97M-V/def2-TZVPD

ORCA input file:
```
! wB97M-V def2-TZVPD RIJCOSX def2/J DEFGRID3
* xyz 0 1
H -1.0331 -2.9827 0.7132
N -1.3127 -2.0917 0.3058
C -0.3837 -1.2708 0.1141
C -0.6584 0.0280 -0.5881
O 0.1521 1.0837 -0.1364
H 0.6790 -1.4367 0.3511
H -0.3945 -0.0886 -1.6471
H -1.7251 0.2628 -0.5203
H 0.0773 1.3031 0.8502
N 2.4150 2.4900 -0.2504
N 2.1841 2.7027 0.8079
*
```

Gap between HOMO and LUMO   11.04 eV
HOMO   -10.057 eV

Here are the Mulliken charges for atoms 1 to 6, given in e: atom 1 (H): 0.257, atom 2 (N): -0.571, atom 3 (C): 0.043, atom 4 (C): -0.396, atom 5 (O): -0.494, atom 6 (H): 0.351

***

--- two ---
C2H5N3O | ωB97M-V/def2-TZVPD

ORCA input file:
```
! wB97M-V def2-TZVPD RIJCOSX def2/J DEFGRID3
* xyz 0 1
C 0.0532 0.2914 0.9312
C 1.3891 2.2681 0.2294
N -0.4680 -0.6355 0.1024
N -0.0603 -1.4981 -0.7746
N -1.0314 -2.4616 -0.8694
O 0.7199 1.4018 0.8859
H -0.3605 0.3098 1.8728
H 1.3836 2.0401 -0.8152
H 1.4571 3.3304 0.5723
H -1.8296 -2.3902 -0.3005
H -1.2530 -2.6562 -1.8343
*
```

Gap between HOMO and LUMO (alpha / beta)   7.92 / 7.42 eV
HOMO (alpha / beta)   -7.776 / -7.304 eV

Here are the Mulliken charges for atoms 1 to 6, given in e: atom 1 (C): -0.064, atom 2 (C): -0.403, atom 3 (N): -0.002, atom 4 (N): -0.309, atom 5 (N): -0.320, atom 6 (O): -0.287

***

Most stable structure - one; separation to the second - 6.454 eV.

***

--- one ---
C3H4P2 | ωB97M-V/def2-TZVPD

ORCA input file:
```
! wB97M-V def2-TZVPD RIJCOSX def2/J DEFGRID3
* xyz 0 1
C 2.0254 -0.1213 0.5350
P 0.9758 -0.8939 -0.5137
C -0.2229 0.3793 -0.4825
P -0.6836 1.7594 0.3960
C -1.2030 1.2147 -1.2843
H 1.9815 0.9067 0.7726
H 2.7577 -0.7378 0.8884
H -0.6165 1.6489 -2.1111
H -2.2561 0.7730 -1.3852
*
```

Gap between HOMO and LUMO   7.54 eV
HOMO   -8.473 eV

Here are the Mulliken charges for atoms 1 to 6, given in e: atom 1 (C): -0.523, atom 2 (P): -0.114, atom 3 (C): 0.198, atom 4 (P): -0.077, atom 5 (C): -0.492, atom 6 (H): 0.226

***

--- two ---
C3H4P2 | ωB97M-V/def2-TZVPD

ORCA input file:
```
! wB97M-V def2-TZVPD RIJCOSX def2/J DEFGRID3
* xyz 0 1
P -1.3577 1.5438 -2.1953
C -0.1310 0.5255 -1.7075
P 0.1697 -1.0941 -1.3786
H -1.2720 2.8589 -1.5612
H 1.5253 -1.2066 -1.8086
C 0.9140 -0.5098 2.3136
C 1.3392 -1.2784 1.5069
H 0.6476 0.1839 3.0620
H 1.5235 -1.9387 0.7936
*
```

Gap between HOMO and LUMO   7.75 eV
HOMO   -8.688 eV

Here are the Mulliken charges for atoms 1 to 6, given in e: atom 1 (P): -0.085, atom 2 (C): 0.089, atom 3 (P): -0.096, atom 4 (H): 0.041, atom 5 (H): 0.057, atom 6 (C): -0.361

***

Most stable structure - one; separation to the second - 2.013 eV.

***

--- one ---
C6H10N | ωB97M-V/def2-TZVPD

ORCA input file:
```
! wB97M-V def2-TZVPD RIJCOSX def2/J DEFGRID3
* xyz 1 1
C 1.7438 0.8057 0.9387
C 1.1432 1.5025 0.1339
C -0.1496 1.3194 -0.6262
N -0.6825 0.1305 -0.0994
C -2.0454 0.1080 0.3348
C 0.2251 -0.7286 0.2868
C 1.2280 -1.3980 -0.5765
H 2.5793 0.7990 1.6019
H -0.7496 2.2212 -0.2684
H -0.2087 1.3811 -1.6833
H -2.3125 1.1296 0.6341
H -2.8496 -0.2970 -0.3381
H -2.1916 -0.5779 1.2756
H -0.2906 -1.4069 0.9531
H 1.6022 -0.8457 -1.5860
H 0.8304 -2.3932 -0.7563
H 2.1280 -1.7496 -0.2247
*
```

Gap between HOMO and LUMO (alpha / beta)   8.87 / 8.87 eV
HOMO (alpha / beta)   -14.625 / -14.625 eV

Here are the Mulliken charges for atoms 1 to 6, given in e: atom 1 (C): -0.309, atom 2 (C): -0.144, atom 3 (C): -0.469, atom 4 (N): 0.158, atom 5 (C): -0.730, atom 6 (C): 0.045

***

--- two ---
C6H10N | ωB97M-V/def2-TZVPD

ORCA input file:
```
! wB97M-V def2-TZVPD RIJCOSX def2/J DEFGRID3
* xyz 1 1
C 2.2646 0.4864 0.4368
C 1.8048 0.3919 -0.9667
N 0.8152 0.9903 -1.4152
C -0.3875 1.2834 -1.5220
C -1.3634 0.6085 -0.8089
C -1.0482 -0.5833 -0.1958
C -1.9089 -1.2508 0.7532
H 1.5120 1.1867 0.9590
H 3.3054 0.8462 0.6845
H 2.1429 -0.4298 0.9833
H 2.2411 -0.1694 -1.7382
H -0.6686 2.2149 -2.0046
H -2.3850 1.0135 -0.7850
H 0.0215 -0.8241 -0.3773
H -1.4060 -2.0425 1.2892
H -2.8031 -1.4751 0.1777
H -2.3288 -0.5886 1.6006
*
```

Gap between HOMO and LUMO   9.01 eV
HOMO   -14.075 eV

Here are the Mulliken charges for atoms 1 to 6, given in e: atom 1 (C): -0.874, atom 2 (C): -0.079, atom 3 (N): -0.080, atom 4 (C): -0.116, atom 5 (C): -0.311, atom 6 (C): 0.197

***

--- three ---
C6H10N | ωB97M-V/def2-TZVPD

ORCA input file:
```
! wB97M-V def2-TZVPD RIJCOSX def2/J DEFGRID3
* xyz 1 1
C -0.3763 -0.0617 -0.1399
C -0.6223 -0.5746 -1.3835
C 0.6208 2.6168 0.8207
C -1.0914 1.0981 0.4139
C 0.4182 -0.8895 0.7211
C 1.1152 -2.0040 0.3365
N -0.2461 2.1128 0.0266
H -0.0964 -1.3550 -1.7602
H -1.3463 -0.0139 -2.0185
H 1.2566 3.4363 0.5283
H 0.7860 2.2105 1.8502
H -2.0319 1.2554 -0.2740
H -1.2515 0.9319 1.4419
H 0.4214 -0.7218 1.8104
H 1.3909 -1.8842 -0.7749
H 0.3046 -2.7212 0.4368
H 2.0594 -2.3085 0.8658
*
```

Gap between HOMO and LUMO   6.84 eV
HOMO   -13.718 eV

Here are the Mulliken charges for atoms 1 to 6, given in e: atom 1 (C): 0.709, atom 2 (C): -0.840, atom 3 (C): -0.256, atom 4 (C): -0.761, atom 5 (C): 0.335, atom 6 (C): -1.240

***

--- four ---
C6H10N | ωB97M-V/def2-TZVPD

ORCA input file:
```
! wB97M-V def2-TZVPD RIJCOSX def2/J DEFGRID3
* xyz 1 1
C 2.3121 -0.0877 1.0596
C 1.3947 -1.0123 1.2069
C -0.0894 -0.6824 0.4767
C -1.0217 -1.5369 0.8781
N -0.6577 0.5921 -0.4122
C -1.4730 1.3926 0.1947
C -0.1874 0.8368 -1.8320
H 3.3767 -0.3206 1.2923
H 2.2721 0.7900 0.4251
H 1.5631 -2.0280 1.5447
H -2.1228 -1.4856 0.6484
H -0.5950 -2.4230 1.4386
H -2.0621 2.0366 -0.4293
H -1.6454 1.2373 1.2265
H 0.8085 0.9704 -1.8472
H -0.5311 -0.0342 -2.5666
H -0.5597 1.7544 -2.2411
*
```

Gap between HOMO and LUMO   8.90 eV
HOMO   -13.803 eV

Here are the Mulliken charges for atoms 1 to 6, given in e: atom 1 (C): -0.685, atom 2 (C): -0.156, atom 3 (C): 0.446, atom 4 (C): -0.742, atom 5 (N): 0.162, atom 6 (C): -0.105

***

Most stable structure - two; separation to the second - 1.584 eV.

***

--- one ---
C6H10N | ωB97M-V/def2-TZVPD

ORCA input file:
```
! wB97M-V def2-TZVPD RIJCOSX def2/J DEFGRID3
* xyz 1 1
C -2.1868 -1.8097 0.7411
C -1.4927 -0.8255 0.6696
C -0.6994 1.2071 -0.7887
C -0.7411 1.7119 0.5758
C -0.7059 0.2278 0.3088
C 1.7125 -1.0178 -0.7159
N 1.3353 -0.3300 0.5269
H -2.9830 -2.5085 0.4974
H -1.6321 1.1449 -1.2714
H 0.1269 1.4659 -1.5665
H 0.1420 2.1383 1.0072
H -1.5803 2.2655 1.0313
H 1.2489 -0.5170 -1.4357
H 2.8068 -0.7717 -0.8029
H 1.4616 -2.0024 -0.7189
H 1.8426 0.4909 0.6218
H 1.3447 -0.8694 1.3202
*
```

Gap between HOMO and LUMO   9.22 eV
HOMO   -14.479 eV

Here are the Mulliken charges for atoms 1 to 6, given in e: atom 1 (C): 0.138, atom 2 (C): -0.786, atom 3 (C): -0.394, atom 4 (C): -0.626, atom 5 (C): 0.851, atom 6 (C): -0.866

***

--- two ---
C6H10N | ωB97M-V/def2-TZVPD

ORCA input file:
```
! wB97M-V def2-TZVPD RIJCOSX def2/J DEFGRID3
* xyz 1 1
C 0.0739 0.1178 1.8831
N 0.6850 0.1058 0.5278
C 0.5470 1.2482 -0.4178
C -0.8970 1.7511 -0.4170
C -1.4560 0.5488 -0.4321
C -0.1260 -0.2320 -0.6940
C 0.2147 -1.2706 -1.6606
H 0.8839 0.0081 2.6820
H -0.4204 1.0669 2.1312
H -0.5253 -0.7611 1.7067
H 1.6212 -0.2146 0.7165
H 1.4108 1.6498 -0.8046
H -1.1820 2.6999 -0.0472
H -2.3959 0.0903 -0.1930
H 1.3286 -1.3580 -1.7426
H -0.3072 -1.3162 -2.6071
H -0.0465 -2.1322 -1.1363
*
```

Gap between HOMO and LUMO   10.12 eV
HOMO   -14.035 eV

Here are the Mulliken charges for atoms 1 to 6, given in e: atom 1 (C): -0.860, atom 2 (N): 0.029, atom 3 (C): -0.264, atom 4 (C): -0.568, atom 5 (C): -0.477, atom 6 (C): 0.537

***

--- three ---
C6H10N | ωB97M-V/def2-TZVPD

ORCA input file:
```
! wB97M-V def2-TZVPD RIJCOSX def2/J DEFGRID3
* xyz 1 1
C 0.0259 1.9827 0.0144
C -0.5678 0.5036 -0.1244
C 1.1024 1.1538 0.6800
C 0.5946 -0.2257 -0.0653
C -1.8747 -0.0212 0.3234
C 0.6676 -1.6654 0.2241
N 1.8503 0.4913 -0.4665
H 0.2735 2.5687 -0.9231
H -0.7252 2.6930 0.5689
H -1.9800 -1.0829 0.3055
H -2.6395 0.4191 -0.2494
H -2.0057 0.1396 1.3402
H 0.8961 -2.2167 -0.6843
H -0.3718 -1.9617 0.4150
H 1.3492 -1.8846 1.0173
H 1.9639 1.0732 -1.3294
H 2.7734 -0.0224 -0.3447
*
```

Gap between HOMO and LUMO   9.37 eV
HOMO   -13.606 eV

Here are the Mulliken charges for atoms 1 to 6, given in e: atom 1 (C): -0.468, atom 2 (C): 0.934, atom 3 (C): -0.436, atom 4 (C): 0.328, atom 5 (C): -1.570, atom 6 (C): -1.268

***

Most stable structure - two; separation to the second - 0.764 eV.